{
  "formula": "C6H14N2O",
  "method": "ωB97M-V/def2-TZVPD",
  "species": ["O", "N", "N", "C", "C", "C", "C", "C", "C", "H", "H", "H", "H", "H", "H", "H", "H", "H", "H", "H", "H", "H", "H"],
  "positions_angstrom": [[0.9004, -1.7351, 1.0690], [1.5372, 1.4998, -0.3345], [-1.3148, 0.6070, -1.8659], [0.3525, -1.1793, -0.0996], [0.6070, 0.9714, 0.3497], [-2.3596, 0.0504, 0.2965], [-1.2557, 0.5148, -0.6046], [1.2454, -1.3248, -1.2976], [0.5719, 1.0039, 1.8531], [-0.6502, 1.4396, 0.0110], [0.2094, 1.9810, 2.1782], [1.5110, -2.3744, -1.4567], [-0.0601, 0.2302, 2.2778], [-3.1441, 0.8075, 0.3535], [-0.5898, -1.7028, -0.2385], [1.4373, 1.4911, -1.3465], [-0.5296, 1.0548, -2.3324], [1.8190, -1.4486, 1.1523], [-1.9954, -0.1593, 1.2993], [-2.7901, -0.8602, -0.1226], [1.5865, 0.8680, 2.2296], [0.7367, -0.9760, -2.1968], [2.1750, -0.7590, -1.1741]],
  "total_charge": 0,
  "e_above_lowest_kj_mol": 628.9,
  "e_lumo_ha": 0.029,
  "homo_ev": -7.27,
  "largest_force_ev_per_a": 2.9
}

---

{
  "formula": "C4H9NO2",
  "method": "ωB97M-V/def2-TZVPD",
  "species": ["O", "O", "N", "C", "C", "C", "C", "H", "H", "H", "H", "H", "H", "H", "H", "H"],
  "positions_angstrom": [[-0.6030, -0.2358, -1.7943], [0.6893, -0.0012, 0.8900], [-2.2556, -0.8273, 1.1230], [-1.7887, 0.1850, 1.4239], [-0.1083, 0.9725, -1.2659], [1.0079, 0.8023, -0.2314], [0.7678, -1.4047, 0.7207], [1.2383, 1.8034, 0.1644], [1.7800, -1.7130, 0.4337], [-1.3968, 1.1378, 1.7149], [-0.9255, 1.5886, -0.8557], [0.0668, -1.7963, -0.0238], [1.9138, 0.4278, -0.7261], [-1.2172, -0.6125, -1.1486], [0.5172, -1.8580, 1.6857], [0.3141, 1.5315, -2.1106]],
  "total_charge": 0,
  "e_above_lowest_kj_mol": 272.4,
  "e_lumo_ha": 0.032,
  "homo_ev": -9.70,
  "largest_force_ev_per_a": 1.1
}

---

{
  "formula": "C5H9NO",
  "method": "ωB97M-V/def2-TZVPD",
  "species": ["O", "N", "C", "C", "C", "C", "C", "H", "H", "H", "H", "H", "H", "H", "H", "H"],
  "positions_angstrom": [[1.4436, 1.1711, 0.1771], [-1.1959, 1.0929, -0.2066], [-1.9570, 0.0229, 0.4011], [1.5924, -1.1412, 0.0427], [0.6326, 0.0169, -0.0533], [-0.5652, 0.1698, 0.8718], [-0.3083, 0.3730, -1.2052], [0.8398, 1.9300, 0.1432], [0.1281, 1.0227, -1.9667], [-0.3939, 0.3988, 1.9222], [1.0850, -2.1077, 0.0262], [2.3320, -1.0886, -0.7619], [2.1333, -1.0318, 0.9904], [-0.8266, -0.4696, -1.6800], [-2.3536, -0.7800, -0.2146], [-2.6615, 0.4328, 1.1241]],
  "total_charge": 0,
  "e_above_lowest_kj_mol": 310.9,
  "e_lumo_ha": 0.038,
  "homo_ev": -9.44,
  "largest_force_ev_per_a": 0.6
}

---

{
  "formula": "C31H69B2N8O15S",
  "method": "ωB97M-V/def2-TZVPD",
  "species": ["S", "O", "O", "O", "O", "O", "O", "O", "O", "O", "O", "O", "O", "O", "O", "O", "N", "N", "N", "N", "N", "N", "N", "N", "C", "C", "C", "C", "C", "C", "C", "C", "C", "C", "C", "C", "C", "C", "C", "C", "C", "C", "C", "C", "C", "C", "C", "C", "C", "C", "C", "C", "C", "C", "C", "B", "B", "H", "H", "H", "H", "H", "H", "H", "H", "H", "H", "H", "H", "H", "H", "H", "H", "H", "H", "H", "H", "H", "H", "H", "H", "H", "H", "H", "H", "H", "H", "H", "H", "H", "H", "H", "H", "H", "H", "H", "H", "H", "H", "H", "H", "H", "H", "H", "H", "H", "H", "H", "H", "H", "H", "H", "H", "H", "H", "H", "H", "H", "H", "H", "H", "H", "H", "H", "H", "H"],
  "positions_angstrom": [[-5.3416, 0.6982, 4.2661], [-5.5292, 0.3973, 5.6445], [-2.8156, -1.9766, 6.9851], [13.0550, 3.9953, -4.2379], [-6.9299, -1.3511, -2.2209], [-3.6786, -4.6928, 1.8290], [6.8825, 2.0507, -0.1673], [1.0141, 1.6273, 4.4487], [0.9020, -2.0639, 0.2261], [-9.8185, -3.7038, -4.8820], [-2.5785, 0.3058, 6.4199], [0.1148, -0.9111, 1.9448], [4.0400, -0.7080, 2.1407], [-4.0752, 1.1547, 3.8047], [-6.3834, 1.8124, 3.8281], [8.7492, 2.4099, -4.0947], [0.9521, -2.0960, 1.3488], [-0.2480, -0.2270, 4.6054], [-4.6566, -2.8560, 0.5585], [-1.8376, -2.0614, 1.8570], [4.2592, 0.7152, -0.6979], [10.3215, 5.0901, -4.7833], [-9.8673, -1.0959, -3.4193], [-2.9416, -2.4620, 2.4881], [-5.8388, -2.0200, 4.1089], [1.0085, -1.0095, 4.7835], [-7.4751, -0.2710, -2.9665], [11.1513, 5.3730, -3.6196], [-8.9839, -0.0955, -2.8311], [-4.4958, -2.7741, 4.3410], [-2.0166, -3.1757, 6.8828], [-5.8070, -0.7302, 3.3027], [-0.9964, -1.3327, 2.5386], [3.1244, 0.1142, -0.0111], [-10.4496, -2.5140, -5.3406], [3.0896, 0.1318, 1.5158], [8.5311, 3.7043, -3.5652], [10.0793, 1.9309, -4.0114], [-2.3709, -1.4073, 4.5169], [4.4706, 2.1306, -0.4186], [-0.0005, 1.0853, 4.1230], [5.8163, 2.6041, -0.9265], [-10.5344, -4.4104, -3.8895], [-1.0308, 1.7917, 3.2960], [-1.2295, -0.9729, 3.8900], [12.6256, 5.3212, -3.9586], [5.3559, -0.1849, 2.2397], [-9.7231, -1.2770, -4.8589], [-7.0565, -2.6278, -2.8253], [-4.3620, -1.4903, 0.0764], [-6.0977, -3.1424, 0.7289], [8.9110, 4.8528, -4.4942], [-3.2577, -2.2034, 3.7455], [13.3511, 3.7401, -5.5965], [7.6323, 1.0564, -0.8446], [-2.5860, -0.9993, 6.0592], [-3.8202, -3.3602, 1.5751], [-9.2496, 0.8823, -3.2447], [-6.2412, -3.2506, -2.4520], [-7.2826, 1.4580, 3.8763], [-6.8158, -0.5408, 2.9434], [-7.0092, 0.6285, -2.5563], [-1.8897, 0.4899, 7.0682], [2.1220, -0.2465, 1.8489], [3.0863, -0.9301, -0.3323], [5.8675, 3.6887, -0.7975], [10.5783, 2.2718, -3.1005], [-9.7067, -1.9821, -2.9606], [-1.0527, -2.9735, 6.4260], [5.9508, -0.4221, 1.3549], [13.1880, 5.6582, -3.0839], [10.6700, 2.2243, -4.8826], [10.0342, 0.8417, -3.9967], [2.2093, 0.5945, -0.3794], [-10.4047, -2.5312, -6.4321], [14.0014, 4.5138, -6.0137], [-3.5595, -1.4939, -0.6517], [13.8735, 2.7861, -5.6414], [-6.9771, -2.5727, -3.9123], [-4.6476, -3.8021, 4.0137], [-9.2138, -0.0565, -1.7627], [-0.5082, 2.5797, 2.7686], [4.4338, 2.3535, 0.6559], [-1.8530, -3.5269, 7.8938], [7.9172, 1.3837, -1.8485], [-3.4128, -5.1574, 1.0282], [8.5369, 0.8718, -0.2674], [-1.7329, 2.2668, 3.9763], [7.0767, 0.1145, -0.9196], [8.4161, 4.6731, -5.4515], [-6.2479, -1.7786, 5.0843], [-7.9962, -3.1145, -2.5515], [-6.6666, -2.2310, 0.8786], [12.4478, 3.6655, -6.2124], [-5.2593, -1.0956, -0.3879], [5.9346, 2.3895, -1.9926], [-7.1513, -0.3355, -4.0109], [12.8632, 5.9930, -4.7883], [5.8323, -0.6618, 3.0953], [3.1485, 1.1509, 1.9170], [-5.1743, -0.7368, 2.4220], [-10.0729, -5.3917, -3.7924], [-10.4933, -3.9130, -2.9128], [-8.6732, -1.3794, -5.1642], [1.2572, -1.0788, 5.8358], [8.4850, 5.7759, -4.0874], [-10.1358, -0.4028, -5.3702], [-6.4908, -3.6249, -0.1622], [5.3507, 0.8952, 2.4004], [-4.3504, -2.8486, 5.4105], [7.4520, 3.7707, -3.4017], [3.6825, 2.7107, -0.9087], [10.6939, 4.2825, -5.2635], [-6.5691, -2.6716, 3.6429], [-4.0722, -0.8002, 0.8716], [-11.5813, -4.5449, -4.1732], [-6.2464, -3.8452, 1.5432], [8.9953, 3.7928, -2.5744], [0.8368, -2.0286, 4.4400], [5.0953, 0.2035, -0.4521], [-11.5034, -2.4926, -5.0495], [10.9103, 6.3734, -3.2472], [1.8320, -0.5982, 4.2138], [-2.5624, -3.9448, 6.3399], [-1.5612, 1.1713, 2.5845], [10.9820, 4.6606, -2.8010]],
  "total_charge": 1,
  "e_above_lowest_kj_mol": 0.0,
  "e_lumo_ha": -0.147,
  "homo_ev": -9.69,
  "largest_force_ev_per_a": 1.9
}

---

{
  "formula": "HN2O3S",
  "method": "ωB97M-V/def2-TZVPD",
  "species": ["S", "O", "O", "O", "N", "N", "H"],
  "positions_angstrom": [[-3.4155, 0.3520, 0.4038], [1.7359, -1.1222, -0.7214], [2.4584, 0.3147, 0.6893], [-0.5702, -0.0226, -0.4698], [1.5840, -0.1689, -0.0214], [0.3519, 0.6318, 0.1010], [-2.1445, 0.0152, 0.0186]],
  "total_charge": -1,
  "e_above_lowest_kj_mol": 678.2,
  "e_lumo_ha": [0.138, 0.053],
  "homo_ev": [-4.78, -3.54],
  "largest_force_ev_per_a": 2.7
}